[1]
Entry from OMol25: 2 unconnected molecules or ions with the total composition C5H9NS (ωB97M-V with the def2-TZVPD basis set).

```
16
Properties=species:S:1:pos:R:3:forces:R:3
S -2.200283 1.614297 -0.673009 -0.040 -0.089 0.004
N 1.309914 1.122287 -0.264756 -0.480 -0.302 -0.312
C -1.969435 -1.001412 0.444068 0.093 -0.451 0.144
C -2.051095 0.189474 -0.060118 -0.123 0.467 -0.065
C 2.352232 0.394557 0.386380 0.336 -0.049 0.229
C -1.844539 -2.258063 -0.370441 -0.036 0.088 -0.073
C 1.339465 2.370964 -0.293907 0.181 0.438 0.068
H -2.745857 -2.862539 -0.261748 0.018 -0.072 -0.038
H 0.535569 2.893864 -0.788498 -0.195 0.176 -0.117
H 1.899486 -0.218285 1.166871 0.100 -0.060 0.020
H 2.132811 2.983571 0.154973 0.076 -0.122 0.054
H -1.993818 -1.123207 1.518463 -0.038 0.224 0.142
H -1.706055 -2.020261 -1.421405 0.017 -0.074 -0.071
H -0.994615 -2.843440 -0.023621 0.039 -0.066 -0.050
H 2.807524 -0.277684 -0.341222 0.056 -0.058 0.066
H 3.128695 1.035878 0.827974 -0.005 -0.049 0.001
```
Positions in Å, forces in eV/Å.

Calculated total energy, eV: -17653.885
Largest force on an atom, eV Å⁻¹: 0.647
ΔE to the lowest compared entry with this formula, charge and spin, kJ/mol: 222.7
Charge: 0

=====

[2]
Entry from OMol25: a single C4H6N2S molecule (ωB97M-V with the def2-TZVPD basis set).

```
13
Properties=species:S:1:pos:R:3:forces:R:3
S -2.173842 1.034938 2.824521 -0.734 -0.349 0.580
N -0.188460 1.051514 0.784642 -5.281 2.644 4.050
N 1.086131 1.129952 0.531743 1.205 1.753 1.129
C -1.018984 1.860569 2.180889 2.301 -1.845 -3.721
C 0.188626 -0.588552 -0.833958 -0.560 2.255 0.872
C -0.836592 -0.149610 0.246230 0.264 -1.339 0.451
C 1.340306 0.305884 -0.353970 2.621 -3.824 -2.781
H 2.343278 0.093992 -0.771361 -0.498 0.751 0.500
H -0.179008 -0.092901 -1.712066 0.127 -0.512 -1.321
H -0.726283 -1.066704 0.898718 -1.159 1.239 0.432
H -1.878777 0.124851 -0.087953 1.163 -0.818 0.441
H -0.797277 2.922416 2.337624 0.610 -0.559 -0.396
H 0.372082 -1.669368 -0.888845 -0.059 0.606 -0.235
```
Positions in Å, forces in eV/Å.

Calculated total energy, eV: -18056.599
Largest force on an atom, eV Å⁻¹: 7.161
ΔE to the lowest compared entry with this formula, charge and spin, kJ/mol: 422.0
Charge: 0

=====

[3]
Entry from OMol25: 2 unconnected molecules or ions with the total composition C27H22N4 (ωB97M-V with the def2-TZVPD basis set).

```
53
Properties=species:S:1:pos:R:3:forces:R:3
N 0.380640 0.326454 -0.424049 -0.576 0.111 -1.365
N 0.703868 0.656040 -1.686124 -0.839 -0.463 0.774
N -0.862535 -0.159069 -0.320921 0.573 0.202 -0.483
N 3.430741 -2.054385 4.538841 0.182 -0.460 -0.050
C 1.324534 -0.849709 4.669606 0.129 -0.196 -0.247
C -1.856194 1.833339 3.135896 -0.014 -0.099 -0.102
C -0.657040 0.502335 -3.837131 -0.304 -0.125 0.049
C -2.394468 -1.558545 1.741976 -1.700 -0.170 -0.170
C -0.158616 -0.822009 2.737873 0.191 0.028 0.059
C 3.420041 -2.637839 5.865038 -0.333 0.391 0.103
C -2.890880 -0.430223 -3.442095 -0.116 -0.178 0.718
C -1.402100 -0.158829 -1.597654 0.661 0.301 0.388
C -4.830179 -1.805155 1.606974 0.323 0.381 -0.136
C -2.651597 -0.572900 -2.073567 0.134 0.154 -0.404
C 4.727631 -1.781008 3.958084 -0.031 0.054 -0.142
C -3.343695 -3.732072 1.384929 -0.392 0.153 -0.015
C -2.228306 0.645755 2.514257 -1.540 0.257 0.111
C 1.999385 -1.927856 2.582634 -0.230 0.142 0.317
C -4.597542 1.269499 2.643808 0.306 -0.212 -0.373
C 0.185794 -0.381227 4.041373 -0.115 -0.146 -0.123
C 0.765508 -1.629704 2.035507 0.214 -0.172 0.090
C 2.267769 -1.609136 3.939755 -0.204 0.217 -0.197
C -0.406304 0.368062 -2.465634 -0.058 -0.289 1.390
C -1.469914 -0.549885 2.216647 1.050 0.283 -0.391
C -3.720117 -0.993484 1.768077 0.871 -1.507 -0.058
C -4.213420 2.429482 3.331081 0.587 0.086 -0.003
C -1.909097 0.100582 -4.306652 0.657 0.276 -0.056
C -2.213836 -2.919691 1.540591 -0.070 0.265 0.048
C -4.636616 -3.182766 1.432311 0.477 -0.184 -0.225
C -3.613879 0.378566 2.242041 0.784 0.962 0.841
C -2.856695 2.707318 3.578928 -0.326 -0.091 -0.151
H 2.747644 -2.479826 2.011883 -0.330 0.089 0.148
H 0.501107 -2.011470 1.052212 0.139 0.378 0.088
H 3.333370 -1.880243 6.658864 0.135 -0.189 0.040
H -5.501854 -3.838265 1.330197 0.248 0.162 0.008
H -0.486373 0.276984 4.586128 0.051 -0.292 -0.066
H 1.525096 -0.603114 5.713580 -0.053 -0.005 -0.355
H -2.575210 3.603607 4.135290 -0.138 -0.235 -0.283
H -3.852543 -0.731294 -3.862641 0.266 0.065 0.146
H 5.159801 -0.844065 4.351808 -0.076 -0.186 -0.122
H -3.351026 -0.979698 -1.347469 -0.230 -0.008 -0.369
H 4.632500 -1.687809 2.871418 0.187 -0.015 0.227
H -5.818423 -1.345533 1.622556 0.114 -0.358 0.088
H 0.138713 0.913898 -4.455197 -0.343 -0.109 -0.175
H -3.216095 -4.807645 1.244464 -0.081 0.371 0.034
H -2.145571 0.195039 -5.369172 0.106 -0.024 0.320
H -1.205260 -3.325969 1.533638 -0.302 -0.121 0.026
H 2.573884 -3.334195 5.960601 0.248 0.173 0.016
H -0.799816 2.054245 3.275848 -0.251 0.074 0.058
H -4.971975 3.130390 3.679233 0.187 -0.189 -0.085
H 4.358117 -3.189294 5.998462 -0.283 0.106 0.067
H -5.638657 1.041659 2.417953 0.164 0.197 0.228
H 5.410199 -2.600893 4.208329 -0.049 0.146 -0.236
```
Positions in Å, forces in eV/Å.

Calculated total energy, eV: -34313.128
Largest force on an atom, eV Å⁻¹: 1.742
Charge: 0

=====

[4]
Entry from OMol25: a molecular structure, C12H28AlCaClF4GaNO7P (ωB97M-V with the def2-TZVPD basis set).

```
57
Properties=species:S:1:pos:R:3:forces:R:3
Ga -2.638218 0.767169 0.450902 1.358 -0.939 0.171
Ca -2.720931 1.545602 -5.235674 0.321 -0.104 0.674
Cl -4.315833 -2.399529 0.039895 0.241 -0.579 -1.088
P -4.941760 0.850994 1.177032 0.634 0.087 0.903
Al 4.494290 -5.400708 -0.500762 0.412 -0.555 -0.367
F 0.179401 -0.425804 -8.154121 -0.764 -0.327 0.487
F -2.950348 0.066807 -2.366201 -0.068 0.190 -0.799
F -3.102945 2.208072 -2.036339 -0.042 0.039 -0.856
F -1.178294 1.237379 -2.058746 0.014 0.002 -0.071
O 4.089822 -2.633692 1.725269 -0.223 -0.379 -0.614
O -5.386238 -0.619682 1.431337 -1.941 1.301 0.406
O 2.224466 2.787844 -6.890587 0.254 0.344 -0.196
O 0.484387 1.362351 -6.639437 0.357 1.602 -0.568
O -2.887527 0.899638 4.259409 -0.464 0.327 -0.649
O -1.757656 2.084459 1.315069 -0.281 0.335 -0.990
O 1.497936 2.187821 -4.820599 -0.124 0.000 -0.252
N -4.923360 1.572485 2.676890 -0.558 0.514 -1.427
C 1.354174 -0.268539 3.278005 0.014 0.491 -0.511
C 1.486643 2.187235 -6.214019 -0.336 -0.434 0.527
C 0.939540 2.683318 0.804519 0.158 0.187 0.153
C 0.642792 1.782457 1.997463 0.198 -0.113 -0.277
C -0.868728 1.611748 2.293195 0.158 0.543 0.943
C -2.438589 1.070717 -1.590023 -0.501 0.115 0.797
C 0.348694 1.512414 -4.382830 0.019 -0.063 -0.119
C 1.400933 0.456574 1.928788 -0.472 -0.501 0.007
C 4.059296 -4.915150 2.489001 -0.074 -0.331 -0.469
C 0.011737 0.632745 -5.583930 0.643 -0.322 0.649
C 3.421309 -3.860994 1.603779 0.586 0.401 0.875
C 0.917238 -0.455964 0.806840 0.556 -0.342 0.197
H 0.830559 0.057422 -0.146131 -0.202 0.160 -0.167
H 1.827101 0.383282 4.004500 0.216 -0.158 0.349
H 5.012824 -2.785425 1.490160 0.164 0.341 0.284
H 4.024693 -4.587421 3.524679 -0.022 0.017 0.031
H 0.944041 3.716858 1.132763 -0.215 0.278 -0.113
H -0.448213 2.274225 -4.182572 0.043 0.029 0.164
H -5.724627 -1.065219 0.599170 0.999 -0.719 0.397
H -4.154840 2.239446 2.762589 0.153 0.138 0.255
H 1.056235 2.280118 2.871058 0.029 0.156 0.192
H 1.672309 -1.232168 0.670586 0.096 -0.178 -0.119
H 1.884132 -1.211260 3.190942 0.151 -0.215 0.247
H 0.339821 -0.443995 3.616864 -0.203 -0.178 0.020
H 1.934763 2.501422 0.407668 0.199 -0.161 -0.054
H 0.532241 0.954337 -3.473369 0.067 0.171 0.103
H -1.099009 2.181864 3.183207 0.011 -0.003 0.308
H 3.455938 -4.198883 0.512779 -0.804 0.566 0.453
H 3.545624 -5.878774 2.409740 -0.005 0.008 0.083
H -2.168475 -0.640130 0.934159 -0.296 0.016 -0.150
H -5.812035 2.017329 2.872978 -0.107 -0.196 0.783
H 0.481094 -0.350959 -5.551211 -0.346 -0.163 -0.168
H 5.120429 -5.065611 2.235824 -0.009 0.011 0.050
H -3.599927 0.715707 3.632569 0.479 -0.719 0.489
H -1.089436 0.578577 2.575014 -0.075 -0.187 -0.042
H 2.455487 0.642978 1.732270 0.173 0.396 -0.064
H 0.223279 2.585756 -0.001269 -0.178 -0.065 -0.138
H 2.378259 -3.696038 1.863998 -0.096 -0.038 -0.305
H 0.001580 -0.974368 1.060512 -0.360 0.095 -0.058
H -1.066079 0.473166 -5.733599 0.064 -0.890 -0.364
```
Positions in Å, forces in eV/Å.

Calculated total energy, eV: -138794.698
Largest force on an atom, eV Å⁻¹: 2.372
Charge: +1

=====

[5]
Entry from OMol25: a molecular structure, C24H47ClFeNO7P3S (ωB97M-V with the def2-TZVPD basis set).

```
85
Properties=species:S:1:pos:R:3:forces:R:3
Fe -1.617969 -2.689509 4.754386 -0.029 -0.005 0.037
Cl 0.996445 3.920218 -0.067350 -0.007 0.024 -0.005
S -1.209636 -0.752799 -2.868768 -0.216 0.162 -0.562
P -0.482924 -2.664265 -0.437814 -0.239 0.360 -0.150
P -3.569673 -2.031158 -1.591947 -0.495 0.083 0.420
P -3.317870 1.091813 0.694989 -0.934 -0.717 0.675
O 2.399327 -1.520757 -1.217766 -0.122 -0.265 0.238
O -1.118453 0.268003 -3.845116 0.144 0.281 0.141
O 3.378012 2.897652 3.271473 0.062 0.020 -0.348
O -4.336790 -2.094998 -0.324895 0.180 -0.049 0.114
O 3.985760 5.053891 3.312949 0.001 0.173 0.123
O -1.374025 -2.108282 -3.314493 0.121 -0.136 0.301
O 0.178058 -0.691730 -2.052882 -0.332 -0.079 0.216
N -4.451835 0.383726 1.492502 0.532 -0.137 0.114
C 1.226229 -4.909634 -0.529205 -0.090 0.297 0.349
C 4.588093 -0.507340 -1.609513 0.108 0.388 0.162
C 1.642045 -0.936794 -0.206124 0.270 -0.094 -0.334
C 3.806815 -1.599327 -0.901421 0.190 0.096 -0.287
C -4.986520 0.521617 -2.037637 0.289 -0.192 0.087
C -2.587759 -0.422070 -1.684646 0.171 -0.374 -0.181
C -1.153673 -3.206710 1.155178 0.274 -0.477 0.644
C -0.528694 2.942386 -0.062352 -0.002 0.286 -0.197
C 0.215174 1.093446 2.500463 0.237 -0.334 0.281
C -0.169266 1.540336 -0.619429 -0.382 0.267 -0.196
C -3.516938 0.587048 -2.412567 -0.480 -0.664 -0.133
C 4.344025 3.903730 1.253440 -0.276 0.156 0.016
C -1.569626 3.715874 -0.893289 0.168 0.146 0.129
C 1.982447 2.731645 3.098454 -0.357 -0.198 0.355
C -2.175425 -0.074658 -0.213327 0.418 0.509 -0.411
C -0.433966 0.037653 1.591548 -0.248 0.325 0.358
C 0.149376 -0.906395 -0.646288 0.576 0.236 -0.073
C -5.915052 0.707810 -2.970107 -0.124 -0.078 0.077
C 1.652940 1.530542 2.209022 -0.093 0.335 0.461
C 3.897757 4.052694 2.684567 0.028 -0.083 -0.033
C -0.665794 0.228813 0.051251 0.087 -0.441 0.226
C 4.652857 0.827474 -0.836641 0.006 -0.095 -0.109
C 0.451880 -3.875450 -1.360611 0.160 -0.826 -0.275
C -0.173702 -3.620526 2.291045 -0.227 -0.177 -0.331
H 4.137771 -0.337646 -2.587876 0.026 -0.178 -0.053
H 5.677477 1.186565 -0.756698 0.004 0.005 0.011
H 1.913994 -4.426392 0.166053 0.106 -0.025 -0.076
H 1.112240 -3.360669 -2.058837 -0.111 0.346 0.137
H 0.908119 1.521605 -0.756529 0.002 -0.157 0.136
H -3.180120 1.607561 -2.231365 0.221 -0.045 -0.047
H 5.432220 3.878705 1.212179 0.013 -0.130 0.033
H -2.389747 -0.965911 0.378440 -0.148 0.015 -0.022
H -1.834746 -2.451893 1.538596 -0.098 0.130 -0.373
H 3.913767 3.022969 0.784094 0.151 -0.048 0.014
H 0.281987 0.586341 3.473289 -0.132 0.104 0.046
H -0.849917 2.947621 0.972326 0.178 -0.145 0.031
H -2.498694 3.845213 -0.340525 -0.094 -0.153 -0.105
H 2.331076 0.738094 2.537229 0.090 -0.090 -0.373
H 1.751960 -1.517435 0.721734 -0.070 0.106 0.107
H 0.126793 -0.881242 1.786970 0.054 -0.027 -0.273
H 4.144435 -2.583062 -1.227279 -0.119 -0.031 -0.027
H -4.515244 -0.616847 1.345162 -0.337 0.044 -0.152
H -5.266850 0.326187 -1.004923 -0.027 0.896 0.171
H -5.737796 0.444714 -4.007227 0.257 0.842 -0.192
H 1.808864 -5.542430 -1.193992 -0.044 -0.022 -0.039
H -0.551881 1.543368 -1.641464 0.021 -0.072 -0.001
H 4.089823 1.618161 -1.333651 -0.115 -0.024 0.072
H -0.433550 -3.084456 3.233837 0.155 0.120 -0.024
H 5.601495 -0.864594 -1.793413 -0.024 -0.102 0.039
H -2.450770 1.777251 1.561973 0.125 0.326 -0.359
H 1.550280 2.543686 4.087490 0.117 0.031 0.056
H -0.446642 1.936366 2.710499 0.028 0.090 -0.356
H -6.878134 1.127533 -2.710777 -0.360 -0.806 0.055
H 4.280748 0.712670 0.185447 0.001 0.067 0.010
H 1.983198 0.081345 -0.003564 -0.128 0.021 0.094
H -4.328544 -2.060374 -2.766657 0.194 -0.021 -0.168
H -1.747577 3.255422 -1.864167 -0.084 -0.052 0.025
H 0.552988 -5.544258 0.047983 0.019 -0.069 -0.053
H 4.023809 4.794619 0.714023 0.071 0.016 -0.014
H -1.209097 4.722429 -1.091125 -0.007 0.006 0.004
H -3.786562 2.059352 -0.200945 0.357 0.159 -0.056
H -0.245705 -4.688892 2.479765 0.049 0.007 0.076
H -3.470078 0.425968 -3.490449 0.177 0.050 -0.007
H -1.415859 -0.155332 2.042946 -0.012 -0.002 -0.018
H 0.869361 -3.394734 2.085330 0.021 0.150 0.192
H -0.283403 -4.396195 -1.986107 -0.063 0.085 0.010
H 1.827331 1.800696 1.169824 0.076 -0.153 0.011
H -1.774193 -4.075271 0.914592 -0.070 0.085 -0.152
H 1.495939 3.641606 2.735292 0.150 0.009 -0.120
H 3.945207 -1.524340 0.182391 -0.003 -0.108 0.018
H -2.657420 -3.098044 -1.676974 0.013 0.028 -0.189
```
Positions in Å, forces in eV/Å.

Calculated total energy, eV: -127059.389
Largest force on an atom, eV Å⁻¹: 1.358
Charge: +2
Spin multiplicity: 5

=====

[6]
Entry from OMol25: 2 unconnected molecules or ions with the total composition C2H10N2 (ωB97M-V with the def2-TZVPD basis set).

```
14
Properties=species:S:1:pos:R:3:forces:R:3
N 0.874821 0.875041 1.783840 0.618 -0.296 -0.035
N -0.213152 0.669299 -4.043251 -0.956 -0.083 0.136
C -0.390320 -1.241568 1.967435 1.046 -0.962 1.800
C -0.004436 -0.074656 1.103784 -0.437 0.496 -0.291
H 0.360104 1.480278 2.407216 -0.169 -0.073 0.064
H 0.484744 -0.544465 0.257586 0.517 0.342 -0.260
H 0.514683 -1.797637 2.273601 0.179 0.260 -0.627
H -0.726954 -1.050096 2.995381 -0.752 0.600 -0.482
H -0.737169 -0.094582 -3.666867 0.078 -0.156 -0.073
H 0.065473 0.597920 -4.998885 0.389 0.087 0.107
H 1.329346 1.479704 1.111386 0.009 -0.036 0.014
H -0.990281 -2.011850 1.506088 -0.568 0.188 -0.308
H 0.268957 1.217054 -3.367691 0.488 0.151 -0.164
H -0.835810 0.495558 0.670382 -0.441 -0.516 0.117
```
Positions in Å, forces in eV/Å.

Calculated total energy, eV: -5215.867
Largest force on an atom, eV Å⁻¹: 2.294
ΔE to the lowest compared entry with this formula, charge and spin, kJ/mol: 46.7
Charge: 0